1.
An isolated molecule of C17H22N4O3S2 in a non-equilibrium geometry. Source: the Open Molecules 2025 dataset; level of theory: the ωB97M-V functional and the def2-TZVPD basis.

```
48
Properties=species:S:1:pos:R:3:mulliken_charge:R:1
S 0.797 -2.534 -0.624 -0.231
S 3.174 -1.712 1.106 1.184
O -3.881 -1.571 -1.760 -0.617
O 3.790 -2.859 0.521 -0.644
O 3.437 -1.381 2.463 -0.646
N -0.654 -1.095 0.934 0.172
N -1.824 -1.879 -0.971 -0.028
N 0.544 -1.122 1.484 -0.761
N 3.492 -0.408 0.127 0.015
C -5.394 -1.471 1.172 -1.348
C -4.832 -0.212 0.522 -0.455
C 1.410 -1.822 0.849 0.282
C -0.739 -1.757 -0.175 0.470
C 5.297 -0.751 -1.475 -1.720
C 1.125 2.976 0.071 -0.559
C 2.704 0.738 0.252 -0.330
C -2.379 1.850 1.107 -1.140
C 2.450 1.310 -0.994 1.032
C 3.142 0.515 -2.063 -0.712
C 3.789 -0.655 -1.290 0.289
C 1.384 2.400 1.303 -0.599
C -3.331 -0.340 0.247 0.436
C -2.695 1.017 -0.127 -0.697
C 2.179 1.268 1.416 -0.576
C -3.096 -1.292 -0.891 -0.297
C 1.661 2.435 -1.092 -0.713
H -2.819 -0.720 1.133 0.541
H 2.381 0.805 2.367 0.529
H 0.502 3.855 0.008 0.437
H -1.969 2.812 0.812 0.306
H 5.772 0.169 -1.145 0.387
H -3.271 2.025 1.702 0.387
H -5.273 -2.326 0.512 0.317
H -1.643 1.335 1.720 0.207
H -4.882 -1.680 2.109 0.324
H 1.457 2.881 -2.054 0.450
H 0.957 2.833 2.195 0.451
H 5.533 -0.924 -2.522 0.434
H -3.380 1.555 -0.785 0.465
H -6.454 -1.348 1.380 0.403
H 5.679 -1.578 -0.883 0.397
H -1.716 -2.477 -1.784 0.262
H 2.444 0.168 -2.827 0.309
H -5.350 -0.029 -0.421 0.331
H 3.908 1.116 -2.557 0.314
H -5.002 0.642 1.178 0.369
H -1.766 0.851 -0.675 0.338
H 3.340 -1.616 -1.571 0.234
```

The lowest unoccupied orbital energy is -0.1 eV. Its energy above the lowest of the compared OMol25 structures with the same formula, charge and spin is 203.6 kJ/mol. Its SMILES is CCC(CC)C(=O)Nc1nnc(S(=O)(=O)N2c3ccccc3C[C@H]2C)s1. The value obtained for the HOMO energy is -8.6697 eV. Its orbital gap is 8.61 eV.


2.
A structure of composition C17H22N5O4PS6Ta in a non-equilibrium geometry. Source: the Open Molecules 2025 dataset; level of theory: the ωB97M-V functional and the def2-TZVPD basis.

```
56
Properties=species:S:1:pos:R:3:mulliken_charge:R:1
Ta -0.171 0.343 -0.456 -0.258
S -0.948 1.756 -3.792 1.106
S -0.773 0.780 2.143 -0.462
S 1.335 -1.318 0.749 -0.339
S 2.135 0.451 -1.377 -0.262
S 0.426 2.927 0.047 -0.336
S -0.249 -1.850 -2.054 -0.358
P 0.682 2.134 1.851 1.136
O -2.303 2.185 -3.556 -0.783
O 0.666 3.218 3.014 -0.237
O 0.076 2.742 -3.894 -0.650
O 2.135 1.572 1.953 -0.206
N 5.606 -0.732 -2.098 -0.511
N 4.394 -3.358 1.286 -0.522
N -2.237 -1.003 0.032 -0.621
N -0.572 0.610 -2.629 0.184
N -2.278 1.673 -0.599 -0.265
C 2.650 0.832 3.093 -0.251
C 3.829 -1.449 -0.363 0.407
C -3.383 -0.462 -0.709 -0.488
C -0.608 -0.653 -4.616 0.191
C -0.161 5.316 3.813 -1.315
C -0.547 3.938 3.337 -0.086
C -0.647 -1.532 -6.821 -0.606
C -0.891 0.602 -5.126 0.254
C -3.530 0.976 -0.290 -0.658
C 4.817 -1.050 -1.321 -0.124
C 4.149 -2.506 0.550 -0.133
C 2.597 -0.850 -0.331 0.986
C -0.478 -1.741 -5.457 -0.686
C -0.938 -0.265 -7.320 -0.537
C 3.120 1.747 4.205 -1.197
C -0.476 -0.605 -3.148 0.984
C -1.065 0.830 -6.474 -0.764
H -0.245 -2.717 -5.049 0.470
H 0.439 5.258 4.722 0.299
H -2.309 1.988 -1.567 0.201
H -1.072 3.374 4.108 0.297
H 1.883 0.134 3.426 0.385
H -1.061 -0.125 -8.387 0.400
H -4.387 1.427 -0.792 0.419
H -2.444 -1.021 1.026 0.298
H -3.165 -0.530 -1.776 0.196
H -1.060 5.897 4.025 0.420
H 3.759 1.177 4.882 0.431
H -1.285 1.818 -6.858 0.477
H 0.420 5.831 3.048 0.296
H 3.473 0.256 2.680 0.279
H 2.287 2.156 4.772 0.231
H -2.163 2.502 -0.027 0.282
H -0.545 -2.363 -7.506 0.412
H -2.029 -1.949 -0.264 0.274
H 3.701 2.574 3.795 0.283
H -1.184 3.994 2.452 0.231
H -3.697 1.025 0.787 0.368
H -4.308 -1.009 -0.512 0.459
```

Its expectation value of S² is 0.757. The lowest unoccupied orbital energy (spin up / spin down) is -1.1 / -1.2 eV. Its energy above the lowest of the compared OMol25 structures with the same formula, charge and spin is 53.5 kJ/mol. The spin multiplicity is 2. The value obtained for the HOMO energy (spin up / spin down) is -7.2214 / -7.7993 eV. Its orbital gap (spin up / spin down) is 6.08 / 6.57 eV.


3.
A structure of composition C17H22N5O6SSbSeTc. Source: the Open Molecules 2025 dataset; level of theory: the ωB97M-V functional and the def2-TZVPD basis.

```
54
Properties=species:S:1:pos:R:3:mulliken_charge:R:1
Sb 0.226 -3.010 0.416 0.987
Tc -0.277 -0.509 -0.391 0.740
Se -2.218 -1.105 2.715 0.991
S -1.004 1.509 1.824 -0.011
O -3.517 -0.907 -2.863 -0.715
O -1.828 -1.341 -1.456 -0.552
O -2.509 -0.039 3.871 -0.616
O -1.606 0.072 1.289 -0.393
O -3.429 -1.815 1.964 -0.582
O -0.882 -1.974 2.933 -0.581
N -1.097 1.196 -1.399 0.575
N 1.426 0.214 0.507 1.543
N 0.680 1.263 3.808 -0.424
N 1.569 0.451 1.863 -1.564
N 1.155 -0.649 -1.843 0.551
C -1.414 -4.318 0.687 -1.279
C 2.544 0.275 -0.179 0.377
C 1.899 -1.221 -4.033 -0.880
C -1.248 3.455 -2.129 -0.932
C -2.176 0.898 -2.133 0.348
C 0.918 -1.141 -3.075 -0.580
C 0.572 0.967 2.488 0.400
C -0.635 2.449 -1.406 -0.447
C 3.855 0.677 0.408 -1.881
C -2.580 -0.567 -2.172 0.517
C 2.401 -0.197 -1.538 0.784
C -2.855 1.853 -2.870 -0.894
C 3.437 -0.264 -2.479 -0.935
C 1.144 -4.063 -1.211 -1.431
C -2.387 3.154 -2.864 -0.273
C 3.187 -0.780 -3.729 -0.595
C 1.570 -3.652 1.929 -1.238
H 1.516 0.939 4.270 0.256
H 1.319 -5.101 -0.928 0.485
H -1.959 -4.051 1.586 0.348
H -0.181 1.221 4.334 0.280
H 4.425 0.080 -2.214 0.373
H 0.485 -4.040 -2.078 0.399
H 1.669 -4.735 1.866 0.393
H 0.242 2.634 -0.799 0.499
H -0.839 4.455 -2.104 0.433
H 2.547 -3.193 1.786 0.356
H -2.895 3.925 -3.428 0.422
H -2.076 -4.214 -0.171 0.384
H 1.657 -1.631 -5.003 0.451
H 1.174 -3.368 2.900 0.318
H 4.513 1.086 -0.355 0.524
H 3.979 -0.841 -4.463 0.441
H -3.723 1.539 -3.432 0.563
H -0.093 -1.485 -3.250 0.597
H 4.355 -0.179 0.867 0.235
H 3.716 1.428 1.182 0.449
H 2.095 -3.603 -1.479 0.349
H -1.045 -5.341 0.752 0.435
```

Its expectation value of S² is 0.806. The lowest unoccupied orbital energy (spin up / spin down) is -0.8 / -0.8 eV. Its energy above the lowest of the compared OMol25 structures with the same formula, charge and spin is 10.1 kJ/mol. The spin multiplicity is 2. The value obtained for the HOMO energy (spin up / spin down) is -7.8466 / -7.2436 eV. Its orbital gap (spin up / spin down) is 7.03 / 6.48 eV.


4.
An isolated molecule of C17H22N6. Source: the Open Molecules 2025 dataset; level of theory: the ωB97M-V functional and the def2-TZVPD basis.

```
45
Properties=species:S:1:pos:R:3:mulliken_charge:R:1
N 0.628 -0.404 0.488 0.016
N 4.343 -1.858 0.326 -0.382
N 2.942 -0.083 0.683 -0.696
N 0.420 2.464 0.322 -0.012
N -0.160 -2.448 -0.230 -0.087
N 2.099 -2.190 0.003 -0.779
C 0.487 2.214 -1.114 -0.206
C 1.690 0.343 0.736 0.626
C 1.871 2.404 -1.645 -0.429
C -4.060 -0.994 -0.644 -0.693
C -1.557 -1.552 2.142 -1.500
C -2.337 4.230 0.747 -0.888
C -3.455 -1.002 0.599 -0.595
C -3.389 -1.508 -1.740 -0.638
C 0.883 -1.656 0.103 0.301
C 1.474 1.797 1.065 -1.128
C -2.171 -1.501 0.779 0.862
C -1.485 -1.972 -0.343 0.469
C -1.950 3.082 0.224 -0.325
C 3.091 -1.365 0.335 0.355
C 2.527 1.500 -2.347 -0.794
C -2.104 -1.994 -1.587 -0.479
C -0.917 2.189 0.847 0.122
H 2.420 2.312 0.879 0.364
H -0.174 2.947 -1.590 0.535
H 1.250 1.885 2.132 0.421
H -3.859 -1.523 -2.712 0.398
H -2.319 -1.434 2.909 0.519
H -0.882 2.382 1.922 0.484
H 4.499 -2.778 -0.042 0.241
H -3.991 -0.619 1.456 0.373
H 2.320 3.362 -1.419 0.391
H -5.058 -0.598 -0.756 0.403
H 0.090 -3.286 -0.736 0.319
H -1.041 -2.499 2.290 0.332
H -3.084 4.851 0.281 0.287
H 2.093 0.539 -2.578 0.242
H 5.105 -1.218 0.455 0.252
H 3.520 1.675 -2.724 0.272
H 0.122 1.204 -1.369 0.128
H -2.388 2.730 -0.701 0.407
H -0.822 -0.756 2.251 0.192
H -1.918 4.599 1.669 0.268
H -1.201 1.140 0.678 -0.391
H -1.565 -2.386 -2.438 0.446
```

The lowest unoccupied orbital energy is 0.9 eV. Its energy above the lowest of the compared OMol25 structures with the same formula, charge and spin is 73.2 kJ/mol. Its SMILES is C=CCN(CC=C)Cc1nc(N)nc(Nc2ccccc2C)n1. The value obtained for the HOMO energy is -8.3007 eV. Its orbital gap is 9.19 eV.


5.
An isolated molecule of C17H22N6O2S2 in a non-equilibrium geometry. Source: the Open Molecules 2025 dataset; level of theory: the ωB97M-V functional and the def2-TZVPD basis.

```
49
Properties=species:S:1:pos:R:3:mulliken_charge:R:1
S -3.507 1.110 1.420 -0.273
S -1.408 -0.055 -2.798 -0.162
O -4.388 -1.127 -1.478 -0.582
O -4.746 -1.353 0.403 -0.257
N -0.804 4.250 -1.197 -0.664
N 1.623 -1.212 -2.728 -0.801
N -0.292 0.756 -0.190 0.576
N 0.842 0.549 0.540 -1.222
N 1.164 -0.359 -1.628 0.510
N -2.292 3.517 2.001 -0.318
C 3.277 -1.129 1.216 -0.439
C 4.023 0.907 -0.372 -1.112
C -1.550 3.556 -0.645 -0.181
C -3.532 0.646 -0.244 1.172
C -2.599 2.712 1.181 -0.349
C 4.752 -1.514 1.464 -1.052
C 5.443 0.440 -0.173 -1.000
C -4.269 -0.670 -0.460 0.584
C -2.858 1.513 -1.017 -0.701
C 3.178 -0.501 -0.114 -0.111
C 1.722 0.056 -0.680 0.112
C -2.226 2.535 -0.205 1.195
C -2.600 1.241 -2.287 -1.313
C 5.665 -0.094 1.367 -0.519
C -5.375 -3.233 1.671 -1.263
C -0.301 0.219 -1.282 0.060
C -5.336 -2.396 0.325 -0.422
H -2.220 2.958 2.955 0.315
H 5.100 -2.098 0.792 0.631
H 5.939 1.444 0.104 0.270
H -6.367 -2.040 0.053 0.268
H -3.356 1.062 -2.950 0.578
H 3.605 -1.254 -0.957 0.421
H 1.577 -0.262 -3.575 0.366
H 4.876 -1.780 2.757 0.242
H -4.312 -3.590 1.864 0.271
H 5.211 0.729 2.189 0.258
H -1.419 4.141 1.901 0.355
H -4.990 -2.936 -0.556 0.385
H 2.730 -1.961 1.125 0.473
H 3.610 1.401 0.419 0.611
H 6.763 -0.457 1.689 0.293
H -2.193 2.248 -2.708 0.515
H -5.719 -2.834 2.463 0.448
H 2.981 -0.140 1.981 0.209
H 3.799 1.271 -1.398 0.398
H 5.734 -0.292 -0.762 0.624
H -5.960 -4.059 1.333 0.365
H 1.005 -1.913 -2.808 0.235
```

The lowest unoccupied orbital energy is 0.1 eV. Its energy above the lowest of the compared OMol25 structures with the same formula, charge and spin is 1731.7 kJ/mol. Its SMILES is CCOC(=O)c1sc(N)c(C#N)c1CSc1nnc(C2CCCCC2)n1N. The value obtained for the HOMO energy is -7.7505 eV. Its orbital gap is 7.86 eV.